w.
Entry from the OMol25 dataset: C2H3NOS2 in the gas phase (the ωB97M-V functional and the def2-TZVPD basis).

The geometry in XYZ format:
```
9
C2H3NOS2 | the OMol25 dataset | the ωB97M-V functional and the def2-TZVPD basis
C -1.52857 -0.61305 0.41735
C 1.59154 0.53300 0.44717
H -0.86664 -1.03751 1.21670
O -2.59853 -1.10048 0.17292
S 1.96614 -0.90146 -0.25292
H 2.20056 0.94346 1.22662
N 0.44921 1.24388 0.33360
S -0.99354 0.81145 -0.50954
H 0.37032 2.11119 0.85033
```

SMILES ... O=CSNC=S
LUMO ... 0.2 eV
HOMO ... -8.931 eV
2S+1 ... 1

---

x.
Entry from the OMol25 dataset: 2 unconnected molecules or ions with the total composition C2H3NOS2 (the ωB97M-V functional and the def2-TZVPD basis).

The geometry in XYZ format:
```
9
C2H3NOS2 | the OMol25 dataset | the ωB97M-V functional and the def2-TZVPD basis
H -0.23059 1.61480 -2.04641
H 0.95995 1.88688 -0.82621
S -1.21073 1.51272 0.10374
S 3.44486 -0.10645 -0.81723
H 1.14857 0.61695 2.08393
O -0.62382 1.82258 1.41096
C -0.02027 1.80855 -0.97566
C 2.48774 0.08341 0.43016
N 1.77587 0.34327 1.37296
```

LUMO ... -0.6 eV
HOMO ... -9.520 eV
2S+1 ... 1

---

y.
Entry from the OMol25 dataset: C2H3NOS2 in the gas phase (the ωB97M-V functional and the def2-TZVPD basis).

The geometry in XYZ format:
```
9
C2H3NOS2 | the OMol25 dataset | the ωB97M-V functional and the def2-TZVPD basis
O 2.31585 -0.47775 0.49593
H -1.53977 0.54569 -1.24881
H 0.55555 0.12958 -1.35741
N 1.11277 -0.67976 0.52609
S -0.11419 1.82266 0.32336
S 0.34026 -1.86958 1.25822
C 0.28836 0.20267 -0.36187
H -1.80233 -0.07668 0.58470
C -1.15650 0.40317 -0.22021
```

SMILES ... [O-][N+](=S)[C@H]1CS1
LUMO (spin up / spin down) ... -1.1 / -1.1 eV
HOMO (spin up / spin down) ... -9.294 / -9.295 eV
2S+1 ... 1

---

z.
Entry from the OMol25 dataset: C2H3NOS2 in the gas phase (the ωB97M-V functional and the def2-TZVPD basis).

The geometry in XYZ format:
```
9
C2H3NOS2 | the OMol25 dataset | the ωB97M-V functional and the def2-TZVPD basis
H 0.68927 0.89136 2.00896
C 0.36818 0.11257 1.37039
S 0.64927 -0.27458 -2.42233
O 0.39633 0.62709 0.13884
H -1.11130 -0.53235 -0.61174
C -0.35064 0.18326 -0.99693
H -0.15096 -1.50516 0.88036
S -0.46371 1.45585 -2.17123
N -0.02644 -0.95805 1.80368
```

SMILES ... [H]/N=C\OC1SS1
LUMO ... -0.4 eV
HOMO ... -8.849 eV
2S+1 ... 1

---

The winner here is w, beating the second structure by 0.0355 hartree.

---

w.
Entry from the OMol25 dataset: C21H21N3O4 in the gas phase (the ωB97M-V functional and the def2-TZVPD basis).

The geometry in XYZ format:
```
49
C21H21N3O4 | the OMol25 dataset | the ωB97M-V functional and the def2-TZVPD basis
H 1.11178 -3.80565 -0.29770
C -2.87874 -1.14607 0.26444
H -1.86497 -2.82743 -0.41633
C 0.84982 -2.34612 1.04439
H -2.26451 -5.01294 4.01850
H 3.59653 3.65368 -0.77842
H -3.35570 0.73862 0.87114
C 2.73653 3.24849 -0.38544
O -2.19071 3.25608 -0.54506
C -0.70805 -5.11537 2.71388
H 1.49640 5.01595 -0.65128
H 2.68066 1.44996 -1.36544
C -1.87835 0.80284 -0.82427
C 1.47855 3.98871 -0.88197
C -0.23438 1.06285 -2.45765
O 1.79287 -0.27973 0.41764
H -0.99776 -1.19566 2.58932
H -0.21731 3.41604 -3.69049
O 0.56584 1.70440 0.94165
H -3.15193 -1.80479 0.75567
C -0.05219 3.60294 -2.60221
H -0.76164 -6.34951 2.77802
C -1.93604 -1.81163 -0.55655
H -1.08438 4.35027 -2.28226
N 1.54967 -2.82146 0.06803
C -1.87902 -3.08717 3.62388
H 1.76060 3.04050 -2.62226
H -2.62460 -2.53221 4.05556
C -1.55943 -4.35000 3.53534
H 3.56265 1.38038 -0.14619
C 1.15967 3.80906 -2.28871
H 1.46609 4.88225 -2.76620
O 0.71383 1.01017 -3.06602
C 0.07847 -4.27226 2.11224
C -0.99792 0.20056 -1.43662
C 2.52929 1.94245 -0.34782
C -0.92248 -1.38899 -1.47332
H 2.16451 -2.30384 -0.72443
C -1.86164 2.22770 -1.15351
H 0.69624 3.54263 -0.24997
N -0.59385 2.35566 -2.14335
C 1.43040 1.01369 0.25584
C 0.03683 -3.13132 1.71275
H 2.70675 3.55559 0.72500
N 1.03004 -1.12555 1.33679
C -2.76030 0.36465 0.25628
H -0.26577 -1.79671 -2.07799
H 0.71415 -4.97471 1.35538
C -0.86649 -2.13704 2.79971
```

SMILES ... N/C(=N\OC(=O)CCCCCN1C(=O)c2ccccc2C1=O)c1ccccc1
LUMO ... -0.6 eV
HOMO ... -8.737 eV
2S+1 ... 1

---

x.
Entry from the OMol25 dataset: C21H21N3O4 in the gas phase (the ωB97M-V functional and the def2-TZVPD basis).

The geometry in XYZ format:
```
49
C21H21N3O4 | the OMol25 dataset | the ωB97M-V functional and the def2-TZVPD basis
C 5.49042 -1.78420 -0.61443
C 2.05315 -0.67509 -0.53297
C 2.17229 3.53008 -1.19290
H -2.84707 -0.77099 1.66483
H -6.09075 0.68584 -1.83173
H -3.04737 2.91169 0.96571
C -0.51293 1.08714 1.71673
H -6.22618 -3.64531 0.04588
H 2.69092 -1.77277 2.11764
H 4.93495 -2.66926 2.60473
C -2.76940 1.89133 1.24245
C -5.41174 -3.14884 -0.50647
C -3.54488 -0.45631 0.90689
H -4.64612 2.33502 -0.67326
C 1.16975 2.50077 -0.71776
O -5.92703 -2.03939 -1.21025
C 2.41646 -0.36815 -1.81133
H 0.38659 -1.25927 0.67038
C 5.71782 -2.27719 0.65226
O -0.75246 0.78906 2.87078
N -1.38644 1.66061 0.88052
C -5.25778 -0.94518 -0.72688
C 3.46106 -1.76689 1.36070
H -2.83268 1.77699 2.32869
H 0.00402 -0.15025 -0.66011
O -4.42265 -2.71348 0.39995
C -3.67000 0.89367 0.55925
C -5.38807 0.37522 -1.07718
H -4.97006 -3.86438 -1.21893
H 2.26759 4.32752 -0.45924
H 4.21014 -0.63528 -2.90426
H -1.10838 1.82634 -0.08450
H 1.82830 0.08197 -2.58797
C 4.71489 -2.26912 1.62597
N 1.49199 1.94708 0.46748
H 6.68815 -2.68137 0.89996
C 4.22735 -1.27543 -0.88878
C 0.86368 0.79149 1.09465
C 3.20232 -1.25657 0.08830
H 2.35517 2.24912 0.88971
H 3.14574 3.06476 -1.33343
H 1.83526 3.95059 -2.13584
C 0.73742 -0.39093 0.10966
H 1.51750 0.49293 1.91861
C -4.34675 -1.35356 0.25011
H 6.26340 -1.79458 -1.36915
N 3.72049 -0.72447 -2.03067
C -4.56931 1.28957 -0.41626
O 0.16122 2.22947 -1.34759
```

SMILES ... CC(=O)N[C@H](Cc1c[nH]c2ccccc12)C(=O)NCc1ccc2c(c1)OCO2
LUMO ... 0.6 eV
HOMO ... -7.975 eV
2S+1 ... 1

---

The winner here is x, beating the second structure by 0.7819 hartree.

---

w.
Entry from the OMol25 dataset: C2H3N3O in the gas phase (the ωB97M-V functional and the def2-TZVPD basis).

The geometry in XYZ format:
```
9
C2H3N3O | the OMol25 dataset | the ωB97M-V functional and the def2-TZVPD basis
C -1.32953 -0.78775 0.00330
H 2.41310 0.58078 0.13988
N -0.05088 0.92703 -0.05634
O -1.41332 0.55953 0.04559
C 0.72604 -0.23606 -0.01020
H -2.28611 -1.31290 -0.00058
H 0.12372 1.92259 -0.10096
N 1.98522 -0.32471 0.01491
N -0.16825 -1.32852 -0.03560
```

SMILES ... [H]/N=c1/nco[nH]1
LUMO ... 0.7 eV
HOMO ... -9.054 eV
2S+1 ... 1

---

x.
Entry from the OMol25 dataset: C2H3N3O in the gas phase (the ωB97M-V functional and the def2-TZVPD basis).

The geometry in XYZ format:
```
9
C2H3N3O | the OMol25 dataset | the ωB97M-V functional and the def2-TZVPD basis
N 2.00970 -0.28336 -0.06796
H 2.47873 0.60516 0.01604
N -0.09411 -1.29715 0.00635
N -0.12171 0.95039 -0.00176
C 0.73361 -0.18114 0.00202
H -2.21073 -1.40929 -0.02525
O -1.43270 0.50852 -0.07661
C -1.26585 -0.83913 -0.00414
H -0.09694 1.94600 0.15131
```

SMILES ... [H]/N=c1/nco[nH]1
LUMO ... 0.7 eV
HOMO ... -8.941 eV
2S+1 ... 1

---

y.
Entry from the OMol25 dataset: 2 unconnected molecules or ions with the total composition C2H3N3O (the ωB97M-V functional and the def2-TZVPD basis).

The geometry in XYZ format:
```
9
C2H3N3O | the OMol25 dataset | the ωB97M-V functional and the def2-TZVPD basis
H -0.61760 -1.52136 0.25215
N -0.75430 -0.48875 0.10658
C -1.76647 0.17644 0.19020
N 3.10338 -0.63618 0.55748
O -2.06895 1.33548 0.08782
H -2.62106 -0.51723 0.27535
H 1.16893 1.38355 -0.60462
C 2.26877 -0.14008 -0.11307
N 1.28730 0.40814 -0.75189
```

LUMO (spin up / spin down) ... -2.7 / -2.7 eV
HOMO (spin up / spin down) ... -10.300 / -10.415 eV
2S+1 ... 1

---

The winner here is w, beating the second structure by 0.0032 hartree.

---

w.
Entry from the OMol25 dataset: C2H3N3O in the gas phase (the ωB97M-V functional and the def2-TZVPD basis).

The geometry in XYZ format:
```
9
C2H3N3O | the OMol25 dataset | the ωB97M-V functional and the def2-TZVPD basis
N 0.24138 -0.02559 -1.14960
O 1.50289 1.20990 0.48299
H -0.49689 0.25374 1.90393
N -1.34447 -0.75357 0.30545
H -1.43706 -1.25683 -1.71972
N -0.40830 -0.00766 0.93614
C 0.50722 0.41949 0.05418
C -0.90315 -0.74069 -0.93289
H 2.33840 0.90122 0.11950
```

SMILES ... Oc1ncn[nH]1
LUMO ... 0.6 eV
HOMO ... -9.738 eV
2S+1 ... 1

---

x.
Entry from the OMol25 dataset: C2H3N3O in the gas phase (the ωB97M-V functional and the def2-TZVPD basis).

The geometry in XYZ format:
```
9
C2H3N3O | the OMol25 dataset | the ωB97M-V functional and the def2-TZVPD basis
H -1.63087 -0.97638 -0.88931
N -1.18467 0.61320 0.59379
C -0.92388 -0.50124 -0.22898
H 2.67615 -0.30782 0.41742
O 2.11526 0.41917 0.10576
C 0.88631 0.00178 -0.00927
N -0.22134 0.78598 -0.51534
H -2.03907 1.10251 0.32731
N 0.32211 -1.13720 0.19861
```

LUMO ... 0.8 eV
HOMO ... -9.674 eV
2S+1 ... 1

---

y.
Entry from the OMol25 dataset: a molecular structure, C2H3N3O (the ωB97M-V functional and the def2-TZVPD basis).

The geometry in XYZ format:
```
9
C2H3N3O | the OMol25 dataset | the ωB97M-V functional and the def2-TZVPD basis
N 0.31684 -1.11191 0.06480
N 1.45020 0.87398 -0.08288
C 0.15096 1.10198 -0.26092
H -2.09149 -1.19139 -0.04266
H -0.25225 2.08773 -0.46956
C -0.54534 -0.10532 -0.10593
H 1.11664 -0.99330 1.00789
N 1.65986 -0.41455 0.06094
O -1.88157 -0.24830 -0.14002
```

LUMO ... 0.6 eV
HOMO ... -10.004 eV
2S+1 ... 1

---

z.
Entry from the OMol25 dataset: 2 unconnected molecules or ions with the total composition C2H3N3O (the ωB97M-V functional and the def2-TZVPD basis).

The geometry in XYZ format:
```
9
C2H3N3O | the OMol25 dataset | the ωB97M-V functional and the def2-TZVPD basis
N 2.39024 -0.66891 -0.65992
H 1.25134 -0.13936 1.37571
N 2.48035 0.75165 -0.18649
N -3.39540 0.70348 -0.26242
C 1.74040 -0.02584 0.43866
H -3.73984 0.62068 -1.15028
C -2.42167 0.18464 0.18143
H 3.15205 -1.25468 -0.49007
O -1.45748 -0.17166 0.75338
```

SMILES ... C1=NN1.N=C=O
LUMO ... 0.6 eV
HOMO ... -8.973 eV
2S+1 ... 1

---

The winner here is w, beating the second structure by 0.1110 hartree.

---

w.
Entry from the OMol25 dataset: C2H3N3O in the gas phase (the ωB97M-V functional and the def2-TZVPD basis).

The geometry in XYZ format:
```
9
C2H3N3O | the OMol25 dataset | the ωB97M-V functional and the def2-TZVPD basis
N -0.40722 0.95921 -0.78606
H 0.95771 0.48954 1.56344
C -0.19344 -0.03706 -0.10936
H 1.87713 -0.25711 0.16249
N -0.75959 -1.26253 0.18056
H 1.51159 1.48554 0.19519
C 1.15959 0.48644 0.49644
N -1.88725 -1.38425 -0.48742
O -2.25852 -0.47979 -1.21528
```

LUMO (spin up / spin down) ... -1.8 / -1.7 eV
HOMO (spin up / spin down) ... -10.029 / -10.034 eV
2S+1 ... 1

---

x.
Entry from the OMol25 dataset: 2 unconnected molecules or ions with the total composition C2H3N3O (the ωB97M-V functional and the def2-TZVPD basis).

The geometry in XYZ format:
```
9
C2H3N3O | the OMol25 dataset | the ωB97M-V functional and the def2-TZVPD basis
N -0.55295 0.13291 -0.22215
O -3.18695 -0.17213 0.00058
C 1.40578 -0.55292 -0.08036
N 0.10879 1.20016 -0.07312
H 2.25208 -1.31686 -0.01761
N 0.14155 -0.94168 -0.16637
C 1.43800 0.82482 -0.06023
H -3.69617 -0.82158 0.60662
H 2.08989 1.64727 0.01264
```

LUMO (spin up / spin down) ... -4.6 / -4.8 eV
HOMO (spin up / spin down) ... -10.283 / -9.833 eV
2S+1 ... 1

---

The winner here is w, beating the second structure by 0.1041 hartree.

---

w.
Entry from the OMol25 dataset: C2H3N3O in the gas phase (the ωB97M-V functional and the def2-TZVPD basis).

The geometry in XYZ format:
```
9
C2H3N3O | the OMol25 dataset | the ωB97M-V functional and the def2-TZVPD basis
N 0.16710 -1.51346 -0.09242
N -0.52784 1.16476 -0.08306
N 0.74090 0.71735 0.35738
C -1.39005 0.23078 -0.04025
H 1.46685 1.39089 0.13159
H 2.07382 -0.79999 -0.26443
C 1.03132 -0.56836 -0.03059
H -2.41540 0.42544 -0.32308
O -1.14669 -1.04739 0.34487
```

SMILES ... C1=NNC=NO1
LUMO ... 0.8 eV
HOMO ... -9.036 eV
2S+1 ... 1

---

x.
Entry from the OMol25 dataset: C2H3N3O in the gas phase (the ωB97M-V functional and the def2-TZVPD basis).

The geometry in XYZ format:
```
9
C2H3N3O | the OMol25 dataset | the ωB97M-V functional and the def2-TZVPD basis
H 2.77743 0.02478 0.33785
N -1.36560 -0.99217 0.66710
N 1.85521 0.20081 -0.02905
C 0.90867 0.65212 0.77810
H 1.72346 0.03469 -1.02388
N -0.23920 0.97888 0.23343
H -2.24627 0.81396 -0.26091
O -1.76756 -1.81930 -0.11430
C -1.34454 0.36137 0.14865
```

LUMO ... -0.6 eV
HOMO ... -8.827 eV
2S+1 ... 1

---

The winner here is w, beating the second structure by 0.0553 hartree.